A cluster of 8 separate species, C57H128N8O8 in total, computed with ωB97M-V/def2-TZVPD.

The geometry in XYZ format:
```
201
Properties=species:S:1:pos:R:3:forces:R:3:lowdin_charge:R:1
C 0.601 -21.410 23.399 0.156 0.551 -0.041 -0.0414
C 2.128 -21.241 23.287 0.634 -0.676 -1.783 -0.5093
C 2.720 -22.412 22.383 -2.222 -0.152 0.545 -0.0087
C 2.402 -19.845 22.721 1.355 1.463 -0.365 -0.0973
C 3.940 -19.294 22.809 -1.417 -2.222 -0.924 -0.1464
C 4.327 -19.492 24.248 0.891 -1.512 -0.179 -0.1309
C 4.051 -20.938 24.857 1.156 0.361 -0.554 -0.5058
C 5.084 -21.978 24.362 -1.268 0.460 0.224 -0.0139
C 4.191 -20.816 26.383 1.526 -1.114 -0.102 -0.0403
N 2.678 -21.230 24.623 -2.001 -0.254 0.539 -0.1196
O 2.256 -22.462 25.252 0.551 0.167 0.369 -0.0295
H 0.033 -21.016 22.550 0.436 -0.074 -0.172 0.0858
H 0.229 -22.402 23.613 0.317 -0.360 0.014 0.0768
H 0.366 -20.783 24.235 -0.583 0.334 0.604 0.0744
H 1.946 -22.745 21.631 0.924 0.626 0.477 0.0936
H 3.679 -22.271 21.935 0.471 0.466 -0.449 0.0434
H 2.799 -23.256 23.060 0.146 -0.300 0.082 0.0690
H 2.052 -19.759 21.679 0.014 -0.160 0.402 0.1152
H 1.833 -19.112 23.351 0.247 -0.536 -0.580 0.1250
H 4.679 -19.832 22.169 -0.818 -0.092 0.135 0.0921
H 3.951 -18.282 22.395 -0.010 0.170 0.633 0.0961
H 3.653 -18.932 24.809 -0.682 1.667 1.314 0.0886
H 5.388 -19.244 24.403 -0.396 0.084 0.357 0.1116
H 4.865 -22.934 24.808 -0.130 -0.497 -0.023 0.0821
H 5.961 -21.615 24.805 1.799 0.205 0.336 0.0580
H 5.205 -22.070 23.291 -0.053 0.100 -0.132 0.0625
H 5.215 -20.539 26.625 0.111 0.838 -0.125 0.0798
H 4.242 -21.818 26.870 -1.031 0.549 -0.278 0.0962
H 3.485 -20.104 26.790 -0.179 -0.124 0.294 0.0888
H 2.025 -22.215 26.168 0.104 0.037 -0.706 0.1090
C 6.884 -20.545 19.756 1.287 1.282 -0.012 -0.0082
C 7.736 -19.223 19.868 0.171 0.770 0.260 -0.4502
C 7.617 -18.420 18.541 -2.048 -0.014 1.250 -0.0209
C 7.225 -18.354 21.104 0.352 -0.824 -2.105 -0.1302
C 7.767 -18.934 22.367 -1.068 1.102 2.307 -0.2005
C 9.291 -18.825 22.388 -2.157 0.276 0.169 -0.1378
C 9.806 -19.713 21.320 0.170 -2.307 -0.991 -0.5390
C 11.269 -19.430 21.208 1.616 -0.667 -0.890 -0.0493
C 9.532 -21.236 21.587 2.062 0.510 -0.346 -0.0034
N 9.190 -19.367 20.008 0.117 -0.036 -0.152 -0.0687
O 9.570 -20.310 18.951 -0.072 0.214 1.334 -0.0355
H 6.899 -21.145 20.659 -0.163 0.014 0.067 0.0573
H 5.880 -20.221 19.524 -0.411 -0.183 -0.160 0.0687
H 7.336 -21.104 18.942 -0.284 -0.287 -0.049 0.0701
H 6.632 -17.917 18.627 0.188 -0.427 -0.689 0.0718
H 8.333 -17.621 18.482 0.637 0.187 0.076 0.0797
H 7.668 -19.051 17.661 -0.069 -0.036 -0.102 0.0634
H 7.514 -17.305 20.983 0.109 -0.034 -0.025 0.1143
H 6.147 -18.418 21.013 -0.294 0.173 0.312 0.0924
H 7.329 -18.365 23.255 0.499 -0.597 -0.975 0.1293
H 7.380 -19.947 22.478 0.255 -0.154 0.128 0.0932
H 9.693 -19.103 23.376 0.089 0.300 -0.504 0.1395
H 9.467 -17.778 22.095 0.536 -0.214 0.495 0.1296
H 11.701 -19.947 20.324 -0.178 0.303 0.450 0.0894
H 11.856 -19.779 22.067 -0.339 -0.017 0.022 0.0919
H 11.462 -18.363 21.105 -0.107 0.054 -0.097 0.0851
H 9.974 -21.800 20.757 -0.134 0.152 0.053 0.0853
H 8.511 -21.484 21.613 -1.153 -0.181 0.232 0.0313
H 10.034 -21.620 22.474 -0.060 0.228 0.315 0.0859
H 10.158 -19.779 18.423 0.381 0.288 -0.365 0.0918
C 5.922 -24.219 11.111 -0.052 -1.747 0.545 -0.0197
C 4.600 -24.923 11.530 -1.953 0.487 -0.938 -0.4610
C 4.334 -26.144 10.594 -0.282 2.597 -0.569 -0.0362
C 4.597 -25.408 12.948 2.179 1.323 1.721 -0.1420
C 4.411 -24.191 13.920 -0.933 -1.345 0.583 -0.1527
C 2.993 -23.601 13.730 1.584 -0.168 -0.919 -0.1261
C 2.941 -23.002 12.321 0.573 0.838 -1.257 -0.5035
C 1.503 -22.611 11.992 -0.841 -0.721 1.437 -0.0408
C 3.849 -21.705 12.150 -0.306 -0.512 -1.539 -0.0163
N 3.278 -24.056 11.326 1.912 -1.537 1.374 -0.0899
O 3.357 -23.502 10.033 -1.035 -0.425 -0.809 -0.0657
H 6.742 -24.943 11.312 -0.455 0.351 0.067 0.0744
H 5.954 -24.096 10.049 -0.194 0.506 -0.679 0.0673
H 6.183 -23.315 11.632 -0.163 0.340 0.176 0.0618
H 3.395 -26.683 10.813 0.491 0.442 -0.155 0.0934
H 4.371 -25.644 9.595 -0.492 -1.002 0.339 0.0833
H 5.179 -26.758 10.651 1.157 -1.314 0.081 0.0552
H 3.860 -26.181 13.087 -0.391 -0.219 0.245 0.1051
H 5.636 -25.823 13.204 -1.381 0.161 -0.545 0.1372
H 4.523 -24.500 14.978 -0.006 -0.162 -0.423 0.0846
H 5.208 -23.467 13.770 -0.133 0.186 -0.174 0.0858
H 2.822 -22.816 14.441 -0.167 0.532 0.342 0.0680
H 2.210 -24.353 13.877 0.161 -0.011 -0.153 0.1261
H 1.165 -21.909 12.812 0.056 -0.516 -1.179 0.0759
H 0.876 -23.555 12.069 0.581 1.143 -0.059 0.1067
H 1.400 -22.222 10.984 -0.028 0.356 0.120 0.0730
H 4.913 -21.772 12.368 -0.105 -0.415 0.514 0.0527
H 3.427 -20.903 12.729 -0.212 0.435 0.300 0.0551
H 3.859 -21.371 11.065 -0.433 -0.477 1.169 0.0987
H 2.661 -24.023 9.569 0.819 0.769 0.289 0.1235
C 5.330 -13.568 16.677 0.056 0.860 -0.961 -0.0228
C 6.180 -13.315 17.900 0.975 0.177 0.940 -0.5643
C 7.659 -13.423 17.622 1.228 0.041 0.057 -0.0502
C 6.033 -11.907 18.488 1.244 0.408 0.168 -0.1667
C 4.778 -11.715 19.217 -2.983 1.233 0.643 -0.2052
C 4.536 -12.731 20.344 0.710 0.358 -2.186 -0.1251
C 4.681 -14.136 19.790 0.493 -1.056 0.583 -0.5295
C 4.859 -15.078 20.995 1.320 -0.227 -1.203 -0.0366
C 3.440 -14.572 19.026 -0.684 -1.251 -1.451 -0.0380
N 5.976 -14.215 19.038 -1.020 -1.056 -0.087 -0.0434
O 6.110 -15.596 18.502 -0.279 1.351 0.741 -0.0634
H 4.394 -13.033 16.797 -0.455 -0.374 -0.020 0.0585
H 5.796 -12.996 15.838 -0.134 -0.815 0.323 0.0975
H 5.176 -14.636 16.422 0.178 0.756 0.188 0.0992
H 8.215 -13.085 18.555 -0.475 -0.253 -1.405 0.1043
H 7.963 -14.459 17.451 -0.069 0.127 -0.276 0.0748
H 7.888 -12.815 16.721 0.271 -0.267 0.680 0.0947
H 6.871 -11.738 19.209 -0.475 -0.265 -0.526 0.1287
H 6.152 -11.115 17.729 -0.033 -0.459 -0.028 0.1372
H 4.736 -10.718 19.678 0.199 -0.038 -0.137 0.1177
H 3.930 -11.674 18.507 0.139 -0.282 0.194 0.1135
H 3.602 -12.672 20.851 -1.012 0.375 0.133 0.1127
H 5.273 -12.436 21.045 1.043 -0.519 1.091 0.1094
H 4.817 -16.123 20.625 -0.131 0.458 0.513 0.0717
H 4.097 -14.870 21.735 0.076 -0.132 0.357 0.0823
H 5.915 -14.866 21.301 -1.002 -0.320 0.518 0.1018
H 3.500 -15.654 18.612 0.167 1.729 0.846 0.1067
H 3.220 -13.944 18.153 0.129 -0.093 0.271 0.0604
H 2.533 -14.518 19.644 0.329 -0.086 0.153 0.0881
H 6.756 -15.923 19.134 0.152 -0.340 -0.104 0.0564
C 3.443 -29.615 20.489 -0.583 0.029 -0.070 -0.0528
C 4.415 -28.862 19.590 -0.283 0.553 -0.575 -0.4799
C 5.783 -28.814 20.299 0.416 1.858 -0.200 -0.0378
C 4.522 -29.649 18.225 1.255 0.649 0.609 -0.1299
C 5.253 -28.803 17.161 -1.924 -1.000 -1.029 -0.1661
C 4.349 -27.599 17.001 -1.016 0.376 -1.244 -0.1645
C 4.178 -26.703 18.205 0.140 0.460 0.009 -0.5492
C 5.422 -25.869 18.571 -0.417 -0.659 -1.303 0.0004
C 2.928 -25.822 17.948 0.242 0.943 0.400 -0.0287
N 3.747 -27.539 19.307 0.145 -1.588 0.353 -0.1169
O 3.644 -26.756 20.496 0.526 -0.292 -0.133 -0.0216
H 3.317 -29.089 21.467 0.339 -0.713 -0.605 0.0906
H 2.431 -29.617 19.999 0.937 -0.263 0.409 0.0984
H 3.863 -30.641 20.569 -0.652 0.483 0.425 0.0918
H 5.997 -29.721 20.781 0.333 -1.702 0.181 0.0577
H 6.658 -28.493 19.709 -0.471 -0.460 -0.238 0.0739
H 5.848 -28.130 21.149 -0.716 0.384 -0.088 0.0858
H 5.079 -30.560 18.403 0.220 -0.287 0.316 0.1122
H 3.559 -29.968 17.881 -0.742 0.098 -0.180 0.1051
H 6.213 -28.587 17.557 1.163 0.361 -0.121 0.0781
H 5.294 -29.336 16.140 0.279 0.601 1.664 0.1412
H 3.325 -28.021 16.856 0.571 0.222 -0.250 0.1282
H 4.518 -26.956 16.099 0.249 -0.500 0.686 0.1214
H 6.246 -26.519 18.928 -0.484 0.684 -0.031 0.0784
H 5.042 -25.152 19.274 0.591 0.372 0.640 0.0645
H 5.718 -25.353 17.646 0.234 0.058 0.328 0.0799
H 2.845 -25.263 16.980 0.281 -0.769 0.653 0.0871
H 2.889 -25.069 18.755 -0.052 -0.081 -0.362 0.0739
H 2.091 -26.496 18.141 -0.200 0.227 -0.568 0.0860
H 2.696 -26.680 20.596 -0.353 0.077 0.229 0.0970
C 0.858 -17.754 17.633 2.000 0.760 -1.805 -0.0748
O 0.833 -18.599 16.443 -0.518 0.556 1.382 -0.2048
C 0.586 -19.935 16.769 0.196 -1.783 0.013 -0.2403
C 0.383 -20.777 15.466 -1.368 -0.234 0.567 -0.4150
C -0.777 -20.272 14.608 0.106 0.141 1.393 -0.0520
N 0.287 -22.249 15.723 -1.521 1.476 0.283 0.0557
H 1.820 -17.908 18.217 -1.040 0.033 -0.583 0.0881
H 0.014 -17.916 18.277 -0.566 -0.060 0.171 0.0694
H 0.883 -16.721 17.171 -0.186 -0.999 0.988 0.1041
H 1.495 -20.376 17.226 -0.475 0.143 0.300 0.0881
H -0.252 -20.105 17.538 0.729 0.450 -1.166 0.1481
H 1.221 -20.640 14.810 1.010 0.106 0.000 0.1078
H -0.653 -20.638 13.617 -0.421 -0.511 -0.760 0.0557
H -0.713 -19.206 14.580 0.231 0.879 -0.207 0.0628
H -1.755 -20.445 15.059 -0.061 -0.561 -0.202 0.0829
H -0.444 -22.427 16.451 1.005 0.143 -0.830 0.0935
H 1.177 -22.518 16.075 0.582 -0.697 0.580 0.0104
C 8.750 -26.922 15.074 -0.896 -0.456 1.827 -0.1344
O 9.353 -26.250 14.007 -0.205 -0.546 0.324 -0.1779
C 9.911 -25.030 14.429 -1.409 1.211 0.698 -0.2439
C 10.409 -24.318 13.198 -1.116 -0.555 0.145 -0.4586
C 11.154 -23.076 13.572 1.801 0.137 0.687 -0.0720
N 9.213 -24.056 12.347 1.170 -0.434 -0.876 0.0412
H 8.625 -27.985 14.909 0.188 -0.183 -0.730 0.0794
H 7.726 -26.602 15.453 0.899 0.428 -1.016 0.0971
H 9.363 -26.870 15.983 0.228 0.130 -0.113 0.0837
H 9.079 -24.441 14.926 0.829 -0.233 -0.424 0.1457
H 10.719 -25.123 15.169 -0.034 -0.467 -0.116 0.1247
H 11.059 -25.085 12.764 0.371 0.316 -0.390 0.1397
H 10.550 -22.185 13.712 -0.434 -0.222 0.679 0.0663
H 11.823 -22.747 12.799 0.371 -0.092 -0.794 0.0607
H 11.887 -23.297 14.423 -1.302 0.515 -0.770 0.1071
H 9.569 -23.680 11.432 -0.716 -0.627 1.053 0.0962
H 8.816 -25.005 12.178 0.231 1.134 -0.119 0.0664
C 7.550 -21.007 15.175 -0.225 1.171 0.328 -0.1049
O 6.272 -21.473 14.867 -1.796 0.325 0.344 -0.1857
C 5.214 -20.594 15.331 -0.453 -0.978 -0.471 -0.1667
C 4.752 -20.750 16.759 1.598 -2.356 0.638 -0.4587
C 3.893 -22.037 16.962 1.361 1.071 -0.369 -0.0198
N 4.025 -19.645 17.295 -1.600 0.779 -0.704 0.0703
H 7.602 -19.940 14.858 0.427 -0.482 0.080 0.0991
H 8.267 -21.614 14.639 0.158 -0.089 -0.069 0.0705
H 7.733 -21.038 16.257 0.223 -0.094 -0.067 0.0737
H 5.476 -19.560 15.257 0.605 0.856 -0.688 0.1083
H 4.310 -20.791 14.727 0.581 0.107 -0.298 0.1097
H 5.652 -20.888 17.378 -0.078 0.030 -0.114 0.1044
H 3.833 -22.065 18.029 -1.004 -0.305 0.762 0.0687
H 4.435 -22.956 16.682 -0.390 0.487 -0.400 0.0756
H 2.950 -21.854 16.420 0.292 -0.558 0.462 0.0462
H 4.380 -18.740 16.998 0.509 -0.052 0.147 0.0815
H 3.119 -19.671 16.807 0.190 0.258 0.487 0.0470
```
Forces are in eV/Å.

Calculated values
HOMO-LUMO gap = 8.7 eV
HOMO level = -8.2 eV
SMILES = CC1(C)CCCC(C)(C)N1O.CC1(C)CCCC(C)(C)N1O.CC1(C)CCCC(C)(C)N1O.CC1(C)CCCC(C)(C)N1O.CC1(C)CCCC(C)(C)N1O.COC[C@H](C)N.COC[C@H](C)N.COC[C@H](C)N
Electronic energy = -89475.683 eV
Energy relative to the best compared isomer or geometry (same formula, charge and spin) = 378.1 kJ/mol